[1]
Entry from OMol25: a 2-piece molecular cluster, C4H10N2OS overall at a distorted geometry (ωB97M-V/def2-TZVPD).

The geometry in XYZ format:
```
18
C4H10N2OS | OMol25 | ωB97M-V/def2-TZVPD
C 3.3018 1.0499 -0.1683
C 2.1446 1.0016 0.7988
C 3.5542 -0.9399 -1.4656
C -4.2641 -0.2495 0.0315
N 3.8260 -0.2838 -0.4296
N -5.6103 -0.7063 -0.0373
O 4.5497 -0.8484 0.4685
S 0.7451 0.0391 0.1556
H 2.9488 1.4366 -1.1520
H 4.1219 1.5312 0.4027
H 2.5791 0.5306 1.8132
H 1.7504 1.9614 0.9324
H 3.9384 -2.0824 -1.4849
H -4.1968 0.6837 -0.6452
H -3.9388 -0.0671 1.0600
H -3.4762 -0.8982 -0.5396
H -6.0889 -0.6067 0.8207
H -5.8848 -1.5518 -0.5608
```

For the LUMO energy (spin up / spin down), the calculation gives -1.629 / -2.268 eV. The charge is 0. The spin multiplicity is 1. As for the highest occupied orbital energy (spin up / spin down): -0.3187 / -0.3187 hartree.



[2]
Entry from OMol25: a 2-piece molecular cluster, C4H10N2OS overall at a distorted geometry (ωB97M-V/def2-TZVPD).

The geometry in XYZ format:
```
18
C4H10N2OS | OMol25 | ωB97M-V/def2-TZVPD
C -0.7135 -0.5890 -0.7119
N -1.6537 0.4569 -0.4987
C -2.2195 0.6626 0.7625
O -1.9278 0.0195 1.7810
C 0.7788 -0.2297 -0.5468
C 1.0196 0.3259 0.8721
S 2.7360 0.8058 0.8916
N 1.5823 -1.4631 -0.9322
H -0.8189 -0.9936 -1.7189
H -0.9791 -1.4594 -0.0648
H -2.2690 0.6527 -1.3324
H -2.6251 1.6954 0.8077
H 0.9848 0.5302 -1.2984
H 0.6757 -0.3984 1.6597
H 0.2156 1.1371 1.0449
H 1.4637 2.3566 0.3186
H 1.2346 -2.1588 -0.4045
H 2.5157 -1.3506 -0.6294
```

For the LUMO energy, the calculation gives -1.692 eV. The charge is 0. The spin multiplicity is 1. As for the highest occupied orbital energy: -0.3335 hartree.



[3]
Entry from OMol25: a 2-piece molecular cluster, C4H10N2OS overall at a distorted geometry (ωB97M-V/def2-TZVPD).

The geometry in XYZ format:
```
18
C4H10N2OS | OMol25 | ωB97M-V/def2-TZVPD
C 1.5203 1.2529 -0.4260
C 2.5882 0.7227 0.4456
C 1.5924 -0.2563 -0.1795
C 0.6458 -0.8943 0.6736
N -3.1458 0.0841 1.2345
N -2.6113 -0.8894 -1.2335
O -1.8517 1.3851 -0.4104
S -2.0625 0.0638 0.1451
H 0.6852 1.7783 0.0079
H 1.7799 1.5754 -1.4225
H 3.6028 0.6848 0.0826
H 2.5057 0.8771 1.5107
H 1.9463 -0.8448 -1.0174
H 0.4291 -0.4698 1.6368
H 0.3386 -1.9074 0.4969
H -3.3689 -0.7806 1.6924
H -2.2135 -0.5110 -2.0854
H -2.3805 -1.8706 -1.1515
```

For the LUMO energy (spin up / spin down), the calculation gives -1.368 / -0.066 eV. The charge is 0. The spin multiplicity is 1. As for the highest occupied orbital energy (spin up / spin down): -0.2828 / -0.3150 hartree.



[4]
Entry from OMol25: an isolated molecule of C4H10N2OS at a distorted geometry (ωB97M-V/def2-TZVPD).

The geometry in XYZ format:
```
18
C4H10N2OS | OMol25 | ωB97M-V/def2-TZVPD
C -1.1200 -1.1193 -0.6680
C -0.8661 -0.1805 0.5010
C 0.1558 -1.9707 -0.7844
C 0.7454 1.6633 0.2205
N 0.1164 2.5423 1.1029
N 0.5094 0.2794 0.4202
O 2.6771 -1.0449 -0.3057
S 1.3948 -0.6852 -0.9018
H -1.8896 -1.9281 -0.6217
H -1.3836 -0.5441 -1.5470
H -1.6199 0.5944 0.3372
H -1.1237 -0.5674 1.4739
H 0.2209 -2.6457 0.1360
H 0.2719 -2.4846 -1.8009
H 1.7845 1.6754 0.0816
H 0.2939 1.7608 -0.7968
H 0.5990 2.5633 1.9682
H -0.7662 2.0915 1.1847
```

For the LUMO energy, the calculation gives 0.677 eV. The charge is 0. The spin multiplicity is 1. As for the highest occupied orbital energy: -0.3208 hartree.



[5]
Entry from OMol25: a 2-piece molecular cluster, C4H10N2OS overall at a distorted geometry (ωB97M-V/def2-TZVPD).

The geometry in XYZ format:
```
18
C4H10N2OS | OMol25 | ωB97M-V/def2-TZVPD
C 2.2797 -0.0466 0.3820
C 2.0003 -0.8078 -0.9067
C 1.3642 0.4982 -0.6568
C -1.1363 1.7001 0.7281
N -1.7010 -0.7987 0.7336
N -2.1221 -1.9577 0.1815
O -1.8666 0.5479 -1.5293
S -1.0790 0.2288 -0.2870
H 1.7585 -0.2991 1.2635
H 3.1692 0.5064 0.6014
H 2.8061 -0.9522 -1.5074
H 1.3793 -1.7784 -0.8381
H 1.5508 1.3414 -1.1622
H -1.4189 2.5753 -0.0106
H -1.6394 1.4678 1.6820
H -0.1665 1.9387 1.1143
H -2.5500 -1.6467 -0.6226
H -2.6284 -2.5176 0.8344
```

For the LUMO energy (spin up / spin down), the calculation gives 0.814 / -1.137 eV. The charge is 0. The spin multiplicity is 3. As for the highest occupied orbital energy (spin up / spin down): -0.2439 / -0.3332 hartree.



[6]
Entry from OMol25: an isolated ion of composition C4H10N2OS and charge +1 at a distorted geometry (ωB97M-V/def2-TZVPD).

The geometry in XYZ format:
```
18
C4H10N2OS | OMol25 | ωB97M-V/def2-TZVPD
C -0.3850 -2.0311 2.1403
N 0.1251 -1.6686 0.8100
C -0.1692 -0.3374 0.2763
C 1.0542 0.4984 0.6196
S 0.4902 2.2244 0.4275
C -0.3886 -0.5343 -1.2337
N -0.2212 0.5083 -2.1126
O -1.2255 -1.3723 -1.5305
H 0.3996 -2.6537 2.5813
H -1.3685 -2.4956 2.1182
H -0.3767 -1.1810 2.8333
H -0.2003 -2.3788 0.1702
H -1.1376 0.0865 0.5784
H 1.3353 0.2960 1.6589
H 1.8994 0.2895 -0.0317
H 1.2516 2.5443 -0.6199
H -0.7990 0.5460 -2.9405
H 0.6873 0.9347 -2.2328
```

For the LUMO energy (spin up / spin down), the calculation gives -3.446 / -8.852 eV. The charge is +1. The spin multiplicity is 2. As for the highest occupied orbital energy (spin up / spin down): -0.5275 / -0.4798 hartree.



[7]
Entry from OMol25: an isolated molecule of C4H10N2S at a distorted geometry (ωB97M-V/def2-TZVPD).

The geometry in XYZ format:
```
17
C4H10N2S | OMol25 | ωB97M-V/def2-TZVPD
C -1.8619 -1.0159 -0.7294
C -0.8915 0.0434 -0.1502
C 0.2280 -0.4171 0.8130
C 1.5820 -0.8727 0.3947
S 2.6232 0.3423 -0.5441
N -1.1353 1.3189 -0.2357
N -0.2078 2.2543 0.3068
H -1.9649 -1.7595 0.2457
H -2.7877 -0.6613 -1.2615
H -1.1511 -1.6281 -1.4384
H -0.2751 -1.1955 1.4766
H 0.3366 0.3748 1.5492
H 1.6443 -1.8509 -0.1596
H 2.0394 -1.0688 1.3573
H 1.6843 0.8531 -1.4435
H -0.6681 3.1434 -0.2280
H 0.8058 2.1396 0.0471
```

For the LUMO energy, the calculation gives 0.790 eV. The charge is 0. As for the SMILES: C/C(CCS)=N/N. The spin multiplicity is 1. As for the highest occupied orbital energy: -0.3195 hartree.



[8]
Entry from OMol25: an isolated molecule of C4H10N2S at a distorted geometry (ωB97M-V/def2-TZVPD).

The geometry in XYZ format:
```
17
C4H10N2S | OMol25 | ωB97M-V/def2-TZVPD
N 0.5421 -0.2193 2.3348
C -0.6028 -0.4076 1.4958
C -0.2249 -1.0845 0.1531
N -1.3557 -1.3257 -0.7417
C -1.0421 -0.1203 -1.5333
C 0.3720 -0.1480 -0.9349
S 1.0706 1.4903 -0.5522
H 0.2483 -0.0745 3.2748
H 1.0788 0.5962 1.9655
H -1.3656 -1.1121 2.0441
H -1.1676 0.5519 1.2381
H 0.3528 -1.9948 0.3411
H -2.2660 -1.3331 -0.3004
H -1.1435 -0.2625 -2.6181
H -1.6074 0.7571 -1.2676
H 1.0646 -0.7064 -1.6219
H 2.3562 1.1106 -0.4560
```

For the LUMO energy, the calculation gives 0.792 eV. The charge is 0. As for the SMILES: NC[C@H]1NC[C@H]1S. The spin multiplicity is 1. As for the highest occupied orbital energy: -0.3267 hartree.



We obtain E_tot values of -741.07125; -741.19933; -741.17032; -741.26464; -741.06743; -740.99658; -666.01286; -666.06048 hartree for the records listed above, in that order.